1.
Entry from OMol25: a molecular structure, C34H29BrFeN7O in a non-equilibrium geometry (wB97M-V/def2-TZVPD).

```
! RIJCOSX wB97M-V def2-TZVPD def2/J DEFGRID3
* xyz 2 6
Fe -1.45 -1.22 0.80
C -2.82 -0.26 -1.74
C -3.61 -1.56 -1.55
C -2.80 -2.79 -1.22
C -2.65 -3.81 -2.14
C -1.95 -4.96 -1.79
C -1.45 -5.08 -0.51
C -1.61 -4.01 0.35
N -2.24 -2.88 0.00
N -2.44 0.40 -0.47
C -1.44 1.47 -0.67
C -0.35 1.38 0.38
C 0.66 2.30 0.55
C 1.80 2.07 1.51
C 3.10 0.05 0.46
C 1.85 -0.77 0.84
N -0.38 0.26 1.09
C -3.60 0.94 0.26
C -4.23 -0.07 1.17
C -5.60 -0.11 1.38
C -6.11 -1.04 2.28
C -5.24 -1.87 2.95
C -3.89 -1.77 2.68
N -3.39 -0.88 1.81
H -3.41 0.42 -2.36
H -1.89 -0.49 -2.28
H -4.15 -1.76 -2.48
H -4.36 -1.43 -0.77
H -3.08 -3.71 -3.13
H -1.80 -5.74 -2.52
H -0.93 -5.97 -0.18
H -1.23 -4.05 1.37
H -1.90 2.46 -0.65
H -0.97 1.35 -1.64
H 0.71 3.20 -0.06
H 2.11 2.99 1.99
H 3.97 -0.23 1.05
H 2.19 -1.69 1.33
H -4.34 1.37 -0.42
H -3.24 1.75 0.90
H -6.25 0.56 0.84
H -7.18 -1.10 2.45
H -5.59 -2.61 3.66
H -3.17 -2.40 3.18
Br 6.20 5.55 -5.41
C 5.69 4.43 -3.99
C 4.38 4.47 -3.53
C 4.01 3.70 -2.45
C 4.97 2.89 -1.80
C 6.28 2.82 -2.32
C 6.64 3.60 -3.40
N 4.71 2.17 -0.68
N 3.63 2.43 -0.01
C 2.93 1.57 0.61
C 3.29 -0.32 -0.99
C 2.24 -0.96 -1.52
C 1.25 -1.18 -0.49
O 0.11 -1.63 -0.63
C 0.80 -0.16 1.83
N 0.27 -1.23 2.66
C 0.61 -1.23 3.91
C 1.39 -0.22 4.54
C 1.76 0.93 3.82
C 1.46 1.00 2.50
H 3.65 5.11 -4.02
H 3.00 3.72 -2.08
H 7.00 2.18 -1.83
H 7.65 3.57 -3.78
H 4.19 -0.03 -1.53
H 2.12 -1.28 -2.55
H 0.23 -2.06 4.51
H 1.64 -0.32 5.59
H 2.27 1.75 4.31
*
```

M (g mol⁻¹): 687.40
HOMO energy (spin up / spin down) (eV): -11.968 / -13.073
<S²>: 8.8657
Gap between HOMO and LUMO (spin up / spin down) (eV): 6.35 / 5.75

2.
Entry from OMol25: a molecular structure, C34H29BrN6O6P2S6Y (wB97M-V/def2-TZVPD).

```
! RIJCOSX wB97M-V def2-TZVPD def2/J DEFGRID3
* xyz -1 1
Y 0.11 -0.25 0.15
C -2.07 1.78 3.49
P -2.18 0.74 2.00
C -3.41 1.68 1.03
C -3.23 -0.64 2.70
C -2.98 -2.03 2.11
P -1.17 -2.38 2.01
C -1.18 -4.19 1.74
C -0.75 -2.33 3.79
H -3.06 1.92 3.94
H -1.65 2.76 3.24
H -1.41 1.32 4.23
H -4.29 1.91 1.64
H -3.70 1.10 0.16
H -2.94 2.60 0.68
H -4.28 -0.37 2.61
H -3.01 -0.67 3.77
H -3.40 -2.11 1.10
H -3.46 -2.80 2.72
H -1.66 -4.72 2.57
H -0.16 -4.57 1.63
H -1.70 -4.41 0.80
H -1.50 -2.85 4.40
H -0.65 -1.30 4.13
H 0.22 -2.81 3.94
O 3.16 6.17 -1.02
C 2.67 5.07 -0.97
S 0.94 4.76 -1.07
C 1.01 3.01 -0.93
C 2.23 2.47 -0.78
S 2.61 0.77 -0.58
S 3.59 3.58 -0.77
S -0.52 2.15 -1.00
S 3.06 -6.13 -4.45
N 3.22 -5.86 -2.86
C 2.61 -4.72 -2.60
C 2.51 -4.10 -1.29
C 3.11 -4.63 -0.15
C 2.98 -3.95 1.04
C 2.24 -2.77 1.06
N 1.65 -2.27 -0.01
C 1.79 -2.90 -1.19
C 1.19 -2.27 -2.38
N 0.55 -1.11 -2.19
C 0.03 -0.49 -3.24
C 0.11 -1.00 -4.53
C 0.75 -2.20 -4.74
C 1.31 -2.85 -3.64
C 2.02 -4.12 -3.74
N 2.21 -4.81 -4.85
H 3.67 -5.55 -0.23
H 3.45 -4.31 1.94
H 2.11 -2.19 1.97
H -0.44 0.47 -3.02
H -0.33 -0.45 -5.35
H 0.83 -2.65 -5.72
Br -6.93 -0.36 -3.23
C -5.54 -1.58 -2.85
C -5.65 -2.90 -3.28
N -4.72 -3.81 -3.05
C -3.64 -3.43 -2.37
C -3.45 -2.13 -1.89
C -4.42 -1.18 -2.14
C -2.19 -1.78 -1.13
O -2.07 -0.58 -0.76
O -1.36 -2.68 -0.91
H -6.53 -3.21 -3.83
H -2.88 -4.17 -2.18
H -4.29 -0.16 -1.80
O 0.27 4.00 3.66
S 1.42 3.25 3.23
O 2.52 3.96 2.64
N 0.96 2.00 2.30
C 1.27 0.84 2.83
O 1.06 -0.27 2.28
C 1.86 0.93 4.21
C 2.24 -0.09 5.06
C 2.76 0.25 6.31
C 2.90 1.59 6.67
C 2.52 2.61 5.81
C 2.00 2.25 4.58
H 2.13 -1.13 4.76
H 3.06 -0.52 7.00
H 3.30 1.84 7.64
H 2.62 3.65 6.08
*
```

M (g mol⁻¹): 1040.80
Energy relative to the best compared isomer or geometry (same formula, charge and spin) (kcal/mol): 16.91
HOMO energy (eV): -3.582
Gap between HOMO and LUMO (eV): 4.59

3.
Entry from OMol25: a molecular structure, C34H29Cl2IrN6O11SSe in a non-equilibrium geometry (wB97M-V/def2-TZVPD).

```
! RIJCOSX wB97M-V def2-TZVPD def2/J DEFGRID3
* xyz 1 2
Ir 1.21 -0.74 -0.22
C -1.01 2.41 -2.26
O -0.97 1.14 -1.60
C -1.59 0.11 -2.18
C -2.26 0.17 -3.40
C -2.95 -0.94 -3.86
C -2.99 -2.12 -3.12
C -2.33 -2.19 -1.92
C -1.60 -1.09 -1.45
N -0.81 -1.21 -0.29
N -1.31 -2.00 0.58
C -0.74 -2.23 1.78
C 0.33 -1.46 2.39
O 1.02 -0.59 1.77
C 0.60 -1.63 3.78
C -0.03 -2.59 4.49
C -1.03 -3.44 3.92
C -1.65 -4.43 4.68
C -2.64 -5.22 4.13
C -3.03 -5.01 2.81
C -2.43 -4.04 2.04
C -1.41 -3.24 2.57
H -2.04 2.69 -2.49
H -0.41 2.39 -3.17
H -0.59 3.12 -1.56
H -2.26 1.08 -3.97
H -3.46 -0.88 -4.81
H -3.52 -2.98 -3.50
H -2.30 -3.11 -1.36
H 1.36 -0.99 4.21
H 0.23 -2.74 5.54
H -1.35 -4.56 5.71
H -3.12 -5.98 4.73
H -3.82 -5.62 2.38
H -2.75 -3.89 1.02
C 5.48 1.08 2.19
N 4.85 -0.21 2.43
C 4.07 -0.90 1.58
Se 3.63 -0.30 -0.16
N 3.72 -2.05 2.16
C 4.31 -2.13 3.41
C 4.27 -3.12 4.39
C 5.00 -2.88 5.54
C 5.73 -1.70 5.71
C 5.77 -0.72 4.74
C 5.04 -0.96 3.58
H 4.93 1.59 1.41
H 6.52 0.94 1.87
H 5.45 1.66 3.10
H 3.26 -2.83 1.69
H 3.72 -4.04 4.24
H 5.01 -3.62 6.33
H 6.28 -1.56 6.63
H 6.35 0.18 4.87
C 1.25 -4.99 -1.13
S 2.32 -3.80 -0.38
O 3.25 -3.32 -1.35
O 2.82 -4.36 0.86
O 1.29 -2.73 0.04
H 1.87 -5.80 -1.51
H 0.73 -4.49 -1.94
H 0.55 -5.36 -0.38
O 1.12 -1.32 -2.24
C 1.48 -0.29 -2.91
O 1.88 0.73 -2.33
C 1.32 -0.34 -4.39
C 0.91 -1.52 -5.00
C 0.71 -1.52 -6.37
C 0.91 -0.40 -7.16
C 1.31 0.75 -6.51
C 1.52 0.81 -5.15
N 1.51 1.98 -7.31
O 1.49 1.86 -8.51
O 1.66 3.02 -6.70
N 0.25 -2.77 -7.01
O 0.11 -2.75 -8.21
O 0.03 -3.72 -6.29
H 0.74 -2.41 -4.42
H 0.76 -0.43 -8.22
H 1.84 1.73 -4.68
Cl 1.61 4.65 -0.93
C 2.26 3.08 -0.49
Cl 1.16 2.17 0.60
H 3.18 3.23 0.06
H 2.41 2.47 -1.37
*
```

M (g mol⁻¹): 1071.79
Energy relative to the best compared isomer or geometry (same formula, charge and spin) (kcal/mol): 1.76
HOMO energy (spin up / spin down) (eV): -10.814 / -10.760
<S²>: 0.8123
Gap between HOMO and LUMO (spin up / spin down) (eV): 6.59 / 4.75